[1]
Density functional theory data (wB97M-V/def2-TZVPD) for a cluster of 10 separate species, C10H40O10 in total in a non-equilibrium geometry.

Computed properties:
F_max: 2.506 eV/Å
SMILES: CO.CO.CO.CO.CO.CO.CO.CO.CO.CO
ΔE to the lowest compared entry with this formula, charge and spin: 139.3 kcal/mol
Gap between HOMO and LUMO: 10.3 eV
DFT total energy: -31487.1073 eV
LUMO: 0.13 eV
Charge: 0

Atoms and positions in Å:
C -3.2744 2.6991 -4.6635
O -3.4159 2.6649 -3.2888
H -4.1628 3.1295 -5.1256
H -2.3607 3.1849 -5.0058
H -3.2201 1.7722 -5.2343
H -3.0212 3.4890 -2.9944
C 5.7789 1.0923 -2.2468
O 5.5654 0.8734 -0.8477
H 5.3906 0.2737 -2.8528
H 5.2844 2.0181 -2.5408
H 6.8341 1.2653 -2.4581
H 4.6656 0.5546 -0.7460
C 0.4686 -5.1690 1.5341
O 1.3162 -4.0913 1.4796
H 0.7689 -5.9108 2.2741
H -0.5418 -4.8329 1.7669
H 0.5086 -5.6555 0.5596
H 2.0112 -4.3180 0.8574
C 4.0477 -1.8495 3.9463
O 4.8850 -1.5220 4.9884
H 3.1787 -1.1947 4.0102
H 4.4179 -1.9190 2.9234
H 3.5927 -2.7932 4.2472
H 5.4274 -2.2750 5.2342
C 1.1240 3.8574 1.9244
O 1.8288 3.6371 0.7461
H 1.9084 4.0606 2.6534
H 0.4091 4.6767 1.8489
H 0.7086 2.9271 2.3120
H 1.7395 2.7089 0.5181
C -0.5394 6.2447 -2.0076
O -1.9079 5.9197 -2.2403
H -0.2405 6.5963 -1.0201
H 0.0888 5.4439 -2.3979
H -0.2179 7.0504 -2.6676
H -2.4861 6.4559 -1.6929
C -2.7360 -5.3645 -5.1736
O -1.9604 -4.2890 -4.6548
H -2.7689 -6.2082 -4.4843
H -3.7761 -5.0529 -5.2690
H -2.5565 -5.7564 -6.1748
H -2.1606 -4.0961 -3.7360
C -1.0293 -1.8759 5.0585
O -2.2492 -2.5933 5.0459
H -0.4244 -2.2733 5.8736
H -0.5363 -2.0197 4.0971
H -1.2760 -0.8443 5.3095
H -2.4310 -2.9551 5.9163
C 0.4535 0.1837 -1.4323
O 1.4528 -0.1545 -0.4923
H -0.4187 0.7074 -1.0411
H 0.7224 0.9414 -2.1682
H 0.1685 -0.7527 -1.9120
H 1.2009 -0.9733 -0.0591
C -4.1625 0.2285 1.6651
O -5.2610 0.2783 2.5606
H -4.2895 -0.5142 0.8775
H -3.9707 1.1723 1.1548
H -3.2631 0.0164 2.2432
H -5.2881 1.1303 3.0021

[2]
Density functional theory data (wB97M-V/def2-TZVPD) for a cluster of 2 separate species, BrH2OP in total in a non-equilibrium geometry.

Computed properties:
F_max: 1.415 eV/Å
SMILES: O=P.Br
ΔE to the lowest compared entry with this formula, charge and spin: 35.8 kcal/mol
Gap between HOMO and LUMO: 8.7 eV
DFT total energy: -81410.0940 eV
LUMO: -1.31 eV
Charge: 0

Atoms and positions in Å:
O 0.6303 -0.4187 1.3683
P 1.2340 0.0582 0.0793
Br -2.4044 -0.0551 -0.8918
H -1.2354 -0.9587 -0.9304
H 1.7755 1.3743 0.3747

[3]
Density functional theory data (wB97M-V/def2-TZVPD) for a cluster of 25 separate species, C7H60B2IN2O25 in total in a non-equilibrium geometry.

Computed properties:
F_max: 1.498 eV/Å
Gap between HOMO and LUMO: 6.6 eV
DFT total energy: -71858.7292 eV
LUMO: 1.76 eV
Charge: -1

Atoms and positions in Å:
C 1.6671 -1.0673 1.2519
N 2.1238 -1.2555 -0.1392
C 3.3070 -0.4031 -0.3542
B 1.0354 -0.9818 -1.0899
O 1.1479 0.2294 -1.8564
B -0.3236 -1.9818 -1.3532
I 0.0219 -4.0054 -0.3124
C -1.6261 -1.3471 -0.5938
C -2.8465 -2.0469 -0.6313
C -3.9349 -1.5261 0.0415
C -3.7478 -0.3246 0.7168
C -2.5324 0.3249 0.6876
N -1.4681 -0.1778 0.0363
H 0.8888 -0.3038 1.3422
H 2.4902 -0.7349 1.8812
H 1.2819 -1.9903 1.6798
H 3.7482 -0.6031 -1.3232
H 4.0752 -0.6330 0.3857
H 3.0896 0.6613 -0.2354
H 1.0301 0.9516 -1.2271
H -0.5423 -2.1773 -2.5242
H -2.9287 -2.9864 -1.1517
H -4.8929 -2.0245 0.0436
H -4.5706 0.1215 1.2648
H -2.4068 1.2602 1.2122
O -1.3854 0.7755 -2.9401
H -0.4404 0.5746 -2.7948
H -1.4101 1.7254 -3.0943
O 4.9921 0.1037 -3.2597
H 5.8109 -0.2271 -3.6443
H 4.3101 -0.1888 -3.8692
O 1.6717 -7.0574 -1.4934
H 1.2820 -6.2128 -1.2082
H 2.6207 -6.9068 -1.4354
O -3.0566 0.2189 3.9916
H -2.9928 0.2289 3.0262
H -3.6123 -0.5440 4.1761
O -2.7047 1.0138 7.0599
H -2.6395 1.0284 6.0923
H -3.2591 0.2499 7.2433
O -4.4418 -0.3704 -3.3577
H -3.6047 0.0952 -3.2324
H -4.2090 -1.2948 -3.2107
O -3.4650 3.2538 1.4223
H -3.7533 4.0457 1.8929
H -3.1736 3.5706 0.5614
O -2.1138 2.8762 4.6066
H -2.1934 2.2156 3.9087
H -1.4529 2.5071 5.2005
O -0.1182 3.3536 -4.3757
H 0.0507 3.8949 -5.1556
H 0.5595 2.6691 -4.3957
O 7.8790 -0.3659 -2.7189
H 7.9102 -1.2879 -2.4512
H 7.3526 0.0451 -2.0262
O 2.6074 -9.5901 -2.8667
H 2.3562 -8.7963 -2.3745
H 2.8547 -9.2581 -3.7338
O -0.3963 5.9233 -5.0257
H -0.4823 5.6472 -4.1052
H -0.9391 6.7152 -5.0904
O 0.1080 -0.1725 6.1171
H 0.1829 -1.0848 6.4085
H -0.4955 0.2269 6.7598
O 5.5125 1.8959 0.2938
H 5.2394 2.6925 0.7580
H 5.7623 2.1985 -0.5852
O -3.3738 5.3134 -5.0784
H -2.6017 4.7579 -4.9190
H -3.3169 5.5292 -6.0135
O 5.3162 -1.6182 -5.3976
H 6.1167 -2.1371 -5.2627
H 5.3657 -1.3540 -6.3241
O 5.1578 1.5471 -5.9761
H 5.1985 0.6154 -5.7337
H 4.6537 1.9478 -5.2615
O -4.9608 -3.1589 -4.3976
H -5.6498 -2.4808 -4.3814
H -4.7764 -3.2741 -5.3335
O -0.5802 -0.3331 8.9586
H -1.0281 0.5027 9.1425
H 0.3514 -0.1380 9.1071
O 7.6435 -1.4256 -0.0736
H 7.6550 -2.3485 0.1984
H 7.0911 -0.9891 0.5853
O -5.1930 4.1024 4.0076
H -5.3805 3.4698 3.3055
H -4.4889 3.6815 4.5185
O 2.2698 1.5702 7.0300
H 3.1383 1.2840 6.7346
H 1.6592 1.2046 6.3706
O -7.6522 -2.2590 -5.1872
H -8.3026 -1.6191 -4.8815
H -7.9207 -3.0914 -4.7843
O -2.1069 2.2637 10.1901
H -3.0272 2.0645 10.3853
H -2.1331 3.1278 9.7676

[4]
Density functional theory data (wB97M-V/def2-TZVPD) for a structure of composition C21H44MgN3OP2 in a non-equilibrium geometry.

Computed properties:
F_max: 4.742 eV/Å
Gap between HOMO and LUMO: 7.3 eV
DFT total energy: -53025.4414 eV
LUMO: -2.45 eV
Charge: +1

Atoms and positions in Å:
Mg -0.5480 -0.0005 -0.5159
P 0.0529 -2.5617 -0.8945
P 0.0435 2.4680 -0.7563
N 0.0728 0.0556 -2.5792
C 0.1186 -2.4617 -2.7332
H 0.7930 -3.2476 -3.1121
H -0.8905 -2.6580 -3.1204
C 0.5844 -1.0932 -3.2662
H 1.7013 -1.0988 -3.3145
H 0.2726 -1.0344 -4.3349
C 0.5806 1.2333 -3.2207
H 0.2297 1.2395 -4.2779
H 1.6944 1.2229 -3.3108
C 0.1669 2.5778 -2.5839
H -0.8160 2.8678 -2.9811
H 0.8965 3.3568 -2.8549
C 1.5117 3.3698 -0.1225
C 1.7932 2.9735 1.3343
H 2.8330 3.2398 1.5765
H 1.6750 1.8957 1.4993
H 1.1377 3.5069 2.0372
C -1.5384 3.3397 -0.3471
C -1.7591 3.3412 1.1706
H -2.8226 3.5313 1.3845
H -1.1798 4.1319 1.6718
H -1.4934 2.3725 1.6251
C -1.5195 -3.5140 -0.5834
C -1.7256 -3.8304 0.9042
H -2.6343 -4.4357 1.0164
H -1.8691 -2.9180 1.5007
H -0.8923 -4.4028 1.3366
C 1.5525 -3.5709 -0.4914
C 1.9905 -3.3898 0.9679
H 2.8889 -3.9999 1.1430
H 1.2197 -3.7159 1.6797
H 2.2521 -2.3477 1.1860
C 1.6225 -0.0460 0.0031
O 2.7843 -0.0541 0.0293
C -1.7250 4.7114 -0.9947
H -1.0201 5.4562 -0.6095
H -1.6319 4.6635 -2.0856
H -2.7381 5.0660 -0.7639
C -1.7241 -4.7437 -1.4686
H -2.7421 -5.1166 -1.2942
H -1.6350 -4.5120 -2.5343
H -1.0326 -5.5574 -1.2201
C 1.4643 -5.0487 -0.8708
H 2.4574 -5.4973 -0.7269
H 0.7684 -5.6007 -0.2252
H 1.1843 -5.1992 -1.9199
C 1.4879 4.8860 -0.3133
H 0.7898 5.3739 0.3787
H 2.4894 5.2762 -0.0877
H 1.2490 5.1787 -1.3420
H 2.3256 2.9549 -0.7436
H 2.3219 -3.0958 -1.1274
H -2.2940 2.6599 -0.7845
H -2.2838 -2.7646 -0.8708
H -2.0196 -0.0154 -1.7004
H -2.3184 -0.0603 -0.9482
C -0.5157 2.1869 4.3445
C -0.3886 0.8594 3.7019
N -0.3921 0.5109 2.4204
C -0.2576 -0.8643 2.3988
C -0.1728 -1.3461 3.6786
N -0.2692 -0.2392 4.4886
H -1.5384 2.3253 4.7231
H 0.1813 2.2424 5.1915
H -0.2763 2.9760 3.6273
H -0.1973 -1.4331 1.4636
H -0.0764 -2.3595 4.0430
H -0.2503 -0.2165 5.5065

[5]
Density functional theory data (wB97M-V/def2-TZVPD) for a structure of composition C53H45AsMnN4O5PS.

Computed properties:
F_max: 0.809 eV/Å
ΔE to the lowest compared entry with this formula, charge and spin: 14.5 kcal/mol
Multiplicity: 6
Gap between HOMO and LUMO (spin up / spin down): 6.2 / 7.9 eV
DFT total energy: -184174.7268 eV
LUMO (spin up / spin down): 2.43 / 2.35 eV
Charge: -1

Atoms and positions in Å:
Mn -0.8975 -0.4337 -1.0988
C -5.0106 -3.8930 4.0608
C -4.8554 -3.0285 2.8385
C -4.3302 -1.7441 2.9410
C -4.2150 -0.9267 1.8273
C -4.6448 -1.3925 0.5942
C -5.1721 -2.6696 0.4684
C -5.2662 -3.4822 1.5876
S -4.5144 -0.3447 -0.8340
O -4.4814 1.0050 -0.3383
O -5.5909 -0.7252 -1.7205
N -3.0834 -0.6917 -1.4390
C -2.8443 -1.5550 -2.4800
C -3.7160 -2.2408 -3.3395
C -3.1575 -3.0081 -4.3400
C -1.7759 -3.0919 -4.5016
C -0.9819 -2.3941 -3.6185
N -1.5121 -1.6765 -2.6316
H -4.2252 -3.6907 4.7899
H -4.9767 -4.9520 3.8033
H -5.9686 -3.7025 4.5507
H -3.9965 -1.3776 3.9053
H -3.8004 0.0696 1.9071
H -5.5152 -3.0115 -0.4994
H -5.6734 -4.4825 1.4906
H -4.7817 -2.1358 -3.2228
H -3.8125 -3.5394 -5.0208
H -1.3272 -3.6595 -5.3033
H 0.0976 -2.3843 -3.6868
C 6.8538 -2.2388 -3.0075
C 6.5384 -1.0811 -2.3088
C 5.2178 -0.6690 -2.1997
C 4.1921 -1.4046 -2.7917
C 4.5244 -2.5555 -3.5038
C 5.8428 -2.9764 -3.6070
P 2.4076 -0.9669 -2.6711
C 2.5730 0.8163 -2.3176
C 2.8737 1.6464 -3.4003
C 2.9809 3.0148 -3.2249
C 2.7734 3.5744 -1.9668
C 2.4634 2.7586 -0.8911
C 2.3671 1.3830 -1.0685
C 1.9405 -1.7586 -1.0742
C 2.8498 -2.5847 -0.3993
C 2.4384 -3.4407 0.6097
C 1.0969 -3.5037 0.9520
C 0.1955 -2.6557 0.3272
C 0.5972 -1.7644 -0.6648
H 7.8843 -2.5621 -3.0878
H 7.3234 -0.4979 -1.8429
H 4.9796 0.2337 -1.6497
H 3.7349 -3.1246 -3.9820
H 6.0813 -3.8759 -4.1611
H 2.9961 1.2141 -4.3879
H 3.2093 3.6504 -4.0721
H 2.8495 4.6471 -1.8310
H 2.2894 3.1805 0.0907
H 2.1198 0.7511 -0.2243
H 3.8961 -2.5682 -0.6729
H 3.1668 -4.0586 1.1211
H 0.7554 -4.1824 1.7247
H -0.8399 -2.6662 0.6475
C -1.0142 4.4237 -2.0913
N -0.7830 3.2551 -2.9195
C -0.6391 3.3632 -4.2779
C -0.3940 2.2959 -5.0463
C -0.2437 0.9736 -4.4237
O 0.0296 -0.0208 -5.0908
N -0.4063 0.9208 -3.0614
C -0.6824 2.0056 -2.3383
O -0.8579 1.8802 -1.1055
H -1.7373 5.0801 -2.5764
H -0.0836 4.9707 -1.9197
H -1.4083 4.0925 -1.1351
H -0.7463 4.3650 -4.6752
H -0.2936 2.3808 -6.1175
O -0.9458 -0.0808 0.7565
As 0.0313 0.9386 1.8225
C -1.3226 2.1860 2.4415
C -2.4371 2.4016 1.6421
C -3.4244 3.2863 2.0585
C -3.2890 3.9708 3.2581
C -2.1689 3.7616 4.0540
C -1.1877 2.8682 3.6472
C 0.0067 -0.3146 3.3424
C 0.8791 -0.2355 4.4236
C 0.8411 -1.1863 5.4375
C -0.0682 -2.2315 5.3827
C -0.9481 -2.3143 4.3115
C -0.9079 -1.3652 3.3014
C 1.8849 1.8851 2.4639
C 3.0457 1.1576 2.2320
C 4.2805 1.7928 2.2462
C 4.3602 3.1606 2.4802
C 3.2009 3.8900 2.7045
C 1.9605 3.2559 2.6864
H -2.5433 1.8722 0.7054
H -4.2999 3.4256 1.4363
H -4.0590 4.6616 3.5804
H -2.0649 4.2857 4.9966
H -0.3287 2.6841 4.2827
H 1.5973 0.5715 4.4803
H 1.5318 -1.1103 6.2688
H -0.0896 -2.9779 6.1678
H -1.6625 -3.1281 4.2537
H -1.5758 -1.4389 2.4555
H 2.9919 0.0882 2.0406
H 5.1836 1.2216 2.0626
H 5.3229 3.6568 2.4778
H 3.2604 4.9579 2.8845
H 1.0613 3.8415 2.8391

[6]
Density functional theory data (wB97M-V/def2-TZVPD) for a structure of composition C4H14NO in a non-equilibrium geometry.

Computed properties:
F_max: 4.168 eV/Å
ΔE to the lowest compared entry with this formula, charge and spin: 223.7 kcal/mol
Gap between HOMO and LUMO: 4.4 eV
DFT total energy: -7897.2520 eV
LUMO: -10.45 eV
Charge: +1

Atoms and positions in Å:
C -0.4050 -0.3805 -2.0888
C 0.4046 0.3660 -0.8597
C 1.0005 -0.7104 0.0373
C 2.1423 -0.1596 1.0393
N -2.0779 0.1037 0.2621
H -1.1882 0.2306 -2.3644
H 0.0714 -0.6272 -3.0750
H -0.7084 -1.2386 -1.6632
H 1.2586 1.0304 -1.3163
H 1.2099 -1.6440 -0.5337
H 0.1472 -1.1114 0.7073
H 2.3893 -1.1160 1.6288
H 1.8138 0.6600 1.7450
H 3.0726 0.2040 0.5863
H -2.7350 0.8619 0.0062
H -2.7860 -0.6067 0.4013
H -1.3703 0.5190 1.1680
H -1.2756 1.4338 2.6152
H -0.2942 1.0365 -0.2348
O -0.6695 1.1482 1.9390

[7]
Density functional theory data (wB97M-V/def2-TZVPD) for a structure of composition C2H2FOPd in a non-equilibrium geometry.

Computed properties:
F_max: 6.599 eV/Å
ΔE to the lowest compared entry with this formula, charge and spin: 8.8 kcal/mol
Multiplicity: 4
Gap between HOMO and LUMO (spin up / spin down): 5.9 / 8.6 eV
DFT total energy: -10342.8875 eV
LUMO (spin up / spin down): -0.18 / -2.54 eV
Charge: 0

Atoms and positions in Å:
C 0.3220 0.1624 -0.2880
C 1.3091 -0.6773 -0.1809
O -0.0905 1.3210 0.0108
H 1.0687 -1.7174 0.0562
H -1.4505 0.9644 0.2285
Pd 2.9241 -0.0125 -0.1912
F -1.6068 -0.2399 0.0364

[8]
Density functional theory data (wB97M-V/def2-TZVPD) for the ion C2HO3S with charge -1 in a non-equilibrium geometry.

Computed properties:
F_max: 5.430 eV/Å
SMILES: C#CS(=O)(=O)[O-]
ΔE to the lowest compared entry with this formula, charge and spin: 146.6 kcal/mol
Gap between HOMO and LUMO (spin up / spin down): 8.6 / 8.6 eV
DFT total energy: -19063.3859 eV
LUMO (spin up / spin down): 3.84 / 3.84 eV
Charge: -1

Atoms and positions in Å:
C 0.2339 -0.1603 0.3260
C -0.1419 0.7988 0.9476
O -0.9895 1.3729 3.3844
O -1.7853 3.5875 1.7242
O 0.9267 2.5249 2.5699
S -0.4186 2.0803 2.2681
H 0.4234 -1.1566 0.0596

Q: What is the charge in the sixth record?
A: +1

Q: What is the F_max in the first record?
A: 2.506 eV/Å

Q: The highest DFT total energy belongs to which entry?
A: C4H14NO